No. 1
{"formula": "C53H54AuIN2P3Si2", "method": "the ωB97M-V functional and the def2-TZVPD basis", "species": ["Au", "C", "Si", "C", "C", "N", "P", "C", "P", "N", "Si", "C", "C", "C", "C", "C", "C", "C", "C", "C", "C", "C", "C", "C", "C", "C", "C", "C", "C", "C", "C", "C", "C", "C", "C", "C", "C", "C", "H", "H", "H", "H", "H", "H", "H", "H", "H", "H", "H", "H", "H", "H", "H", "H", "H", "H", "H", "H", "H", "H", "H", "H", "H", "H", "H", "H", "H", "H", "H", "H", "H", "H", "H", "H", "H", "H", "I", "C", "C", "C", "C", "C", "C", "C", "C", "C", "P", "C", "C", "C", "C", "C", "C", "C", "C", "C", "C", "C", "C", "C", "H", "H", "H", "H", "H", "H", "H", "H", "H", "H", "H", "H", "H", "H", "H", "H"], "positions_angstrom": [[-0.044, 0.162, -0.322], [-3.867, -2.682, -1.851], [-2.743, -1.231, -2.205], [-1.488, -1.728, -3.501], [-3.766, 0.151, -2.931], [-1.918, -0.802, -0.709], [-2.606, -0.183, 0.652], [-1.394, 0.946, 1.017], [-0.192, 1.730, 1.917], [0.958, 1.731, 0.742], [2.241, 2.859, 0.352], [1.548, 4.582, 0.095], [3.502, 2.893, 1.727], [3.064, 2.442, -1.283], [-0.719, 3.322, 2.570], [-2.083, 3.602, 2.541], [-2.565, 4.788, 3.073], [-1.686, 5.703, 3.633], [-0.325, 5.431, 3.665], [0.158, 4.244, 3.142], [0.408, 0.765, 3.336], [0.983, 1.334, 4.471], [1.523, 0.526, 5.462], [1.485, -0.854, 5.335], [0.896, -1.431, 4.218], [0.359, -0.626, 3.226], [-2.836, -1.481, 1.883], [-2.311, -2.749, 1.664], [-2.346, -3.698, 2.677], [-2.899, -3.377, 3.908], [-3.423, -2.109, 4.130], [-3.395, -1.162, 3.121], [-4.220, 0.568, 0.438], [-5.390, -0.174, 0.590], [-6.617, 0.410, 0.313], [-6.675, 1.733, -0.101], [-5.512, 2.479, -0.243], [-4.283, 1.898, 0.020], [-4.305, -3.056, -2.778], [-4.688, -2.404, -1.188], [-3.324, -3.506, -1.383], [-1.925, -1.513, -4.478], [-1.242, -2.789, -3.478], [-0.560, -1.164, -3.440], [-4.238, -0.223, -3.843], [-3.156, 1.013, -3.204], [-4.560, 0.485, -2.264], [1.360, 5.135, 1.013], [0.614, 4.538, -0.469], [2.261, 5.163, -0.495], [3.078, 3.257, 2.664], [4.328, 3.557, 1.465], [3.911, 1.902, 1.916], [2.739, 3.155, -2.040], [2.883, 1.443, -1.670], [4.145, 2.551, -1.165], [-2.765, 2.891, 2.091], [-3.625, 4.999, 3.047], [-2.060, 6.631, 4.042], [0.362, 6.147, 4.096], [1.221, 4.046, 3.161], [1.000, 2.406, 4.601], [1.965, 0.978, 6.339], [1.901, -1.480, 6.113], [0.844, -2.508, 4.122], [-0.115, -1.083, 2.367], [-1.862, -2.979, 0.707], [-1.940, -4.686, 2.503], [-2.926, -4.115, 4.697], [-3.852, -1.862, 5.092], [-3.803, -0.172, 3.295], [-5.339, -1.203, 0.926], [-7.526, -0.165, 0.426], [-7.634, 2.187, -0.312], [-5.565, 3.509, -0.567], [-3.362, 2.454, -0.107], [0.004, 1.862, -2.976], [1.320, 0.980, -4.372], [1.346, 1.765, -5.500], [2.072, 1.410, -6.643], [2.748, 0.235, -6.631], [2.748, -0.599, -5.488], [3.475, -1.806, -5.614], [3.551, -2.685, -4.586], [2.913, -2.351, -3.385], [2.192, -1.195, -3.180], [1.695, -1.113, -1.391], [1.405, -2.860, -0.887], [0.130, -3.399, -1.020], [-0.132, -4.710, -0.648], [0.878, -5.496, -0.115], [2.150, -4.960, 0.045], [2.412, -3.655, -0.336], [3.258, -0.807, -0.501], [4.504, -0.708, -1.106], [5.647, -0.593, -0.326], [5.555, -0.596, 1.058], [4.310, -0.693, 1.667], [3.167, -0.780, 0.892], [2.053, -0.252, -4.277], [0.777, 2.683, -5.513], [2.066, 2.056, -7.510], [3.304, -0.095, -7.498], [3.964, -2.005, -6.559], [4.097, -3.614, -4.669], [3.021, -3.055, -2.573], [-0.669, -2.782, -1.399], [-1.129, -5.114, -0.770], [0.677, -6.517, 0.178], [2.943, -5.561, 0.468], [3.411, -3.261, -0.199], [4.591, -0.715, -2.185], [6.613, -0.510, -0.805], [6.449, -0.521, 1.661], [4.226, -0.688, 2.746], [2.197, -0.842, 1.373]], "atomic_forces_ev_per_a": [[-0.27, 0.33, 0.04], [0.01, 0.02, 0.11], [0.14, 0.09, -0.13], [-0.08, -0.06, 0.00], [-0.02, 0.01, 0.07], [-0.16, 0.01, 0.25], [0.41, -0.13, -0.01], [-0.27, 0.18, -0.15], [0.24, -0.19, -0.22], [-0.08, -0.25, 0.37], [-0.14, 0.04, -0.31], [-0.01, 0.03, 0.08], [-0.02, -0.02, 0.05], [0.10, -0.05, 0.09], [0.02, -0.04, 0.05], [0.01, -0.01, -0.02], [0.01, 0.01, 0.02], [-0.02, -0.01, -0.02], [0.04, -0.01, 0.00], [-0.05, 0.00, -0.04], [-0.06, 0.01, -0.07], [0.00, -0.06, 0.03], [-0.02, 0.04, -0.01], [0.00, 0.00, -0.01], [-0.02, 0.03, -0.03], [0.05, 0.02, 0.10], [0.00, 0.07, -0.01], [0.00, 0.01, 0.03], [-0.01, 0.01, -0.02], [0.02, -0.02, -0.02], [-0.02, 0.03, 0.00], [0.02, -0.02, -0.03], [0.03, -0.02, -0.02], [0.01, 0.04, -0.01], [0.02, -0.02, 0.01], [0.00, 0.00, 0.00], [0.02, 0.01, 0.01], [-0.03, -0.05, 0.00], [-0.02, 0.01, -0.04], [-0.02, -0.02, 0.01], [0.02, -0.03, 0.02], [0.00, -0.01, -0.06], [0.01, -0.04, -0.02], [0.09, 0.06, 0.02], [-0.01, 0.00, -0.05], [0.01, 0.01, 0.02], [-0.03, 0.01, -0.01], [-0.04, 0.01, 0.01], [-0.01, 0.00, -0.02], [0.03, 0.01, -0.02], [0.02, 0.00, 0.05], [0.02, 0.05, -0.02], [0.04, -0.04, -0.02], [0.00, 0.03, -0.03], [-0.02, 0.01, 0.02], [0.05, -0.02, -0.02], [0.00, 0.00, 0.00], [-0.02, 0.00, 0.00], [-0.01, 0.02, 0.01], [0.01, 0.01, 0.01], [0.00, 0.04, 0.01], [0.00, 0.02, 0.01], [0.01, 0.01, 0.01], [0.01, -0.02, 0.02], [0.00, -0.03, -0.01], [-0.02, -0.03, -0.03], [-0.02, -0.01, 0.01], [0.01, -0.02, 0.00], [0.00, -0.02, 0.02], [-0.01, 0.01, 0.02], [0.00, 0.01, 0.02], [-0.02, -0.01, 0.00], [-0.02, -0.01, 0.00], [-0.02, 0.01, -0.01], [-0.01, 0.03, -0.01], [-0.01, 0.01, 0.00], [0.02, -0.14, -0.09], [-0.07, 0.12, 0.10], [0.07, -0.07, -0.01], [-0.01, 0.00, 0.04], [-0.01, 0.00, 0.01], [-0.04, 0.05, 0.03], [0.02, -0.04, 0.02], [-0.01, 0.04, -0.03], [0.00, -0.07, 0.01], [-0.05, -0.03, 0.07], [0.23, -0.06, -0.10], [-0.09, 0.07, 0.04], [-0.05, 0.03, -0.05], [0.04, 0.01, 0.00], [0.04, 0.05, -0.01], [-0.06, -0.05, 0.01], [0.09, 0.02, 0.00], [-0.06, 0.04, 0.02], [-0.03, 0.02, -0.04], [0.01, 0.00, 0.03], [-0.01, -0.01, -0.04], [-0.02, 0.01, -0.01], [0.00, 0.01, -0.02], [0.00, 0.03, -0.07], [-0.02, 0.03, -0.01], [0.01, 0.01, -0.02], [0.01, -0.01, -0.01], [0.02, -0.01, -0.01], [0.01, -0.01, 0.00], [-0.01, 0.00, -0.03], [0.04, -0.05, 0.03], [-0.03, -0.01, 0.00], [0.00, -0.03, 0.01], [0.02, -0.01, 0.01], [-0.02, 0.00, -0.01], [0.01, 0.00, 0.02], [0.03, 0.01, -0.01], [0.02, 0.00, 0.01], [-0.01, 0.00, 0.03], [0.05, -0.01, 0.01]], "e_homo_ha": -0.3731, "gap_ha": 0.2621, "charge": 1}

---

No. 2
{"formula": "C53H54BN9O5Ti", "method": "the ωB97M-V functional and the def2-TZVPD basis", "species": ["Ti", "C", "C", "C", "C", "N", "N", "B", "N", "C", "C", "C", "C", "N", "N", "C", "C", "C", "C", "N", "N", "C", "C", "C", "C", "N", "H", "H", "H", "H", "H", "H", "H", "H", "H", "H", "H", "H", "H", "H", "H", "H", "H", "H", "H", "H", "O", "C", "C", "C", "C", "C", "C", "C", "C", "C", "O", "C", "C", "C", "C", "C", "C", "C", "C", "C", "C", "C", "C", "N", "C", "C", "C", "C", "C", "C", "C", "C", "C", "C", "C", "C", "H", "H", "H", "H", "H", "H", "H", "H", "H", "H", "H", "H", "H", "H", "H", "H", "H", "H", "H", "H", "H", "H", "H", "H", "H", "H", "H", "C", "C", "C", "O", "C", "O", "O", "H", "H", "H", "H", "H", "H", "H"], "positions_angstrom": [[-0.089, -0.232, 1.102], [5.515, 0.949, -2.211], [4.247, 0.469, -2.830], [4.057, -0.266, -4.017], [2.711, -0.446, -4.121], [2.101, 0.159, -3.048], [3.080, 0.663, -2.245], [0.690, 0.902, -3.244], [0.720, 2.312, -2.551], [0.183, 3.475, -3.039], [0.837, 4.521, -2.452], [1.785, 3.927, -1.591], [2.804, 4.559, -0.708], [1.653, 2.616, -1.638], [-0.468, -0.015, -2.778], [-1.744, 0.137, -3.184], [-2.405, -1.051, -2.981], [-1.422, -1.911, -2.451], [-1.551, -3.377, -2.187], [-0.271, -1.271, -2.300], [0.545, 1.153, -4.759], [1.107, 2.158, -5.467], [0.961, 1.868, -6.802], [0.303, 0.621, -6.822], [-0.091, -0.189, -8.017], [0.062, 0.205, -5.590], [5.597, 2.035, -2.291], [6.370, 0.493, -2.711], [5.531, 0.692, -1.151], [4.812, -0.616, -4.703], [2.117, -0.946, -4.869], [-0.601, 3.463, -3.780], [0.650, 5.573, -2.602], [2.375, 5.415, -0.195], [3.665, 4.903, -1.287], [3.141, 3.826, 0.026], [-2.089, 1.066, -3.608], [-3.432, -1.279, -3.214], [-1.735, -3.897, -3.129], [-2.386, -3.589, -1.517], [-0.630, -3.769, -1.756], [1.572, 3.001, -4.987], [1.286, 2.456, -7.645], [0.184, 0.335, -8.931], [-1.167, -0.370, -8.015], [0.412, -1.157, -8.009], [-0.274, -1.555, 2.349], [-1.026, -2.725, 2.280], [-1.637, -2.817, 0.849], [-2.629, -1.712, 0.665], [-3.984, -1.979, 0.696], [-4.898, -0.947, 0.613], [-4.384, 0.328, 0.460], [-3.020, 0.539, 0.391], [-2.524, 1.943, 0.165], [-1.464, 2.271, 1.233], [-0.360, 1.510, 0.904], [-1.988, 1.954, 2.654], [-1.130, 1.391, 3.595], [-1.506, 1.329, 4.932], [-2.750, 1.781, 5.335], [-3.629, 2.298, 4.393], [-3.241, 2.400, 3.068], [-1.140, 3.768, 1.382], [-1.818, 4.771, 0.703], [-1.569, 6.108, 0.983], [-0.648, 6.462, 1.954], [0.044, 5.465, 2.631], [-0.192, 4.135, 2.337], [-2.110, -0.465, 0.522], [-2.131, -2.734, 3.346], [-2.031, -1.869, 4.425], [-2.962, -1.898, 5.454], [-4.006, -2.809, 5.415], [-4.106, -3.691, 4.347], [-3.172, -3.659, 3.324], [-0.190, -3.997, 2.551], [0.121, -4.366, 3.858], [0.774, -5.555, 4.136], [1.138, -6.411, 3.105], [0.863, -6.043, 1.798], [0.216, -4.847, 1.524], [-2.100, -3.786, 0.675], [-0.804, -2.658, 0.161], [-4.320, -3.002, 0.792], [-5.963, -1.130, 0.658], [-5.049, 1.176, 0.372], [-3.376, 2.620, 0.191], [-2.028, 2.014, -0.806], [-0.149, 1.046, 3.287], [-0.811, 0.936, 5.664], [-3.040, 1.737, 6.377], [-4.608, 2.646, 4.696], [-3.916, 2.858, 2.355], [-2.540, 4.523, -0.064], [-2.101, 6.878, 0.438], [-0.459, 7.505, 2.178], [0.765, 5.729, 3.394], [0.359, 3.356, 2.847], [-1.201, -1.182, 4.438], [-2.872, -1.205, 6.280], [-4.735, -2.839, 6.215], [-4.919, -4.407, 4.314], [-3.246, -4.373, 2.513], [-0.168, -3.722, 4.679], [0.994, -5.823, 5.162], [1.632, -7.350, 3.319], [1.154, -6.691, 0.980], [0.032, -4.590, 0.490], [2.630, -2.514, 1.839], [2.615, -1.525, 0.677], [3.688, -1.899, -0.327], [1.290, -1.512, 0.057], [2.809, -0.148, 1.386], [3.938, 0.271, 1.593], [1.705, 0.361, 1.797], [2.488, -3.537, 1.492], [1.840, -2.258, 2.538], [3.593, -2.437, 2.345], [3.780, -2.985, -0.403], [4.636, -1.480, 0.003], [3.465, -1.504, -1.313], [1.362, -1.163, -0.855]], "atomic_forces_ev_per_a": [[2.60, -0.86, -0.64], [-0.04, -0.10, 0.12], [-0.78, -0.46, 0.21], [0.43, -0.28, -0.45], [-0.64, 0.01, 0.16], [0.39, 0.17, -0.49], [0.31, 0.34, 0.16], [0.96, -0.07, 0.85], [-0.28, 0.18, -0.46], [-0.20, -0.44, -0.05], [-0.13, 0.53, -0.05], [-0.61, -0.50, 0.02], [-0.08, -0.13, 0.01], [0.39, 0.24, 0.50], [-0.05, 0.11, -0.04], [-0.03, -0.14, 0.21], [-0.04, 0.02, 0.02], [-0.07, 0.16, 0.01], [-0.03, 0.08, -0.06], [0.08, 0.03, -0.49], [-0.23, 0.31, -0.16], [0.09, -0.04, -0.16], [0.03, -0.11, -0.01], [0.10, 0.19, 0.02], [-0.03, -0.01, 0.18], [-0.17, -0.24, 0.00], [0.03, 0.00, 0.00], [0.05, 0.04, 0.06], [0.05, 0.04, 0.00], [-0.02, -0.01, -0.01], [0.05, 0.09, -0.09], [0.05, 0.03, -0.01], [-0.01, 0.00, -0.04], [0.01, 0.17, 0.18], [0.01, -0.01, 0.04], [0.03, 0.06, -0.02], [0.05, 0.00, -0.06], [-0.02, -0.02, 0.00], [0.01, -0.05, 0.02], [0.02, -0.07, -0.08], [0.00, -0.01, -0.01], [0.03, -0.05, 0.04], [0.01, 0.02, 0.01], [-0.05, -0.02, -0.03], [0.00, -0.02, -0.09], [-0.02, -0.01, -0.03], [-0.76, -1.40, 1.39], [-0.30, -0.44, -0.02], [0.00, 0.40, 0.61], [0.58, 0.10, -0.15], [-0.40, -0.09, -0.11], [0.48, 0.06, -0.05], [-0.41, -0.08, -0.10], [0.59, 0.11, -0.33], [0.17, -0.12, 0.40], [-0.54, 0.39, 0.22], [-0.77, 2.46, 0.12], [0.21, -0.13, 0.01], [-0.23, 0.12, -0.09], [0.08, 0.00, 0.04], [-0.05, 0.01, 0.08], [0.00, 0.02, -0.07], [-0.07, -0.09, 0.01], [0.10, 0.06, -0.35], [0.04, -0.16, -0.06], [0.00, 0.18, 0.00], [-0.01, -0.02, -0.03], [0.05, -0.01, -0.04], [0.14, -0.02, -0.12], [-2.46, -0.42, -0.14], [0.11, 0.05, 0.03], [-0.05, 0.01, -0.09], [-0.04, -0.04, -0.05], [-0.02, 0.07, 0.08], [-0.04, -0.05, -0.07], [0.03, 0.01, 0.03], [0.06, -0.09, -0.15], [0.02, 0.07, 0.01], [0.10, -0.03, -0.02], [-0.01, 0.05, -0.02], [0.07, -0.07, -0.02], [-0.14, 0.02, 0.07], [0.02, 0.04, -0.05], [-0.08, -0.22, -0.07], [0.07, -0.03, 0.03], [-0.02, 0.01, 0.00], [0.05, 0.04, 0.00], [-0.01, -0.03, -0.05], [-0.01, 0.07, -0.02], [0.08, 0.10, 0.12], [0.00, -0.04, -0.02], [0.02, -0.02, 0.01], [0.00, 0.00, 0.01], [0.02, 0.02, -0.02], [0.01, 0.01, -0.01], [0.00, -0.02, -0.01], [-0.03, 0.01, 0.00], [0.04, -0.03, -0.04], [0.05, 0.04, 0.02], [0.00, 0.06, 0.02], [0.00, 0.00, 0.01], [-0.01, 0.00, -0.01], [0.02, -0.02, 0.00], [0.00, -0.02, 0.01], [-0.03, 0.02, -0.01], [-0.01, 0.03, 0.01], [0.01, 0.00, 0.00], [0.01, 0.01, 0.00], [-0.01, 0.02, -0.01], [-0.27, -0.01, -0.13], [0.49, 0.29, 0.49], [-0.17, -0.01, -0.12], [0.16, 0.09, -0.25], [0.60, -0.20, -0.34], [-0.24, -0.07, 0.03], [0.36, 0.10, 0.26], [0.03, 0.00, -0.03], [0.07, -0.09, 0.13], [0.04, 0.03, -0.08], [-0.04, 0.01, 0.02], [0.00, 0.02, 0.04], [0.03, 0.10, -0.09], [-0.05, -0.38, -0.13]], "de_lowest_kj_mol": 290.27, "e_homo_ha": [-0.1660, -0.1912], "gap_ha": [0.2462, 0.2708], "charge": -1, "multiplicity": 2}

---

Ordered energy results: -4197.90088, -3795.69799; unit a.u..